{"formula": "C28H80N2O12", "method": "ωB97M-V with the def2-TZVPD basis set", "fmax_ev_per_a": 15.56, "energy_ev": -57872.225, "multiplicity": 1, "homo_lumo_gap_ev": 9.1, "smiles": "NC(N)=O.CC(C)O.CC(C)O.CC(C)O.CC(C)O.CC(C)O.CC(C)O.CC(C)O.CC(C)O.CO.CO.CO", "relative_energy_kcal_mol": 214.0, "symbols": ["N", "C", "N", "O", "H", "H", "H", "H", "C", "C", "C", "O", "H", "H", "H", "H", "H", "H", "H", "H", "C", "C", "C", "O", "H", "H", "H", "H", "H", "H", "H", "H", "C", "C", "C", "O", "H", "H", "H", "H", "H", "H", "H", "H", "C", "C", "C", "O", "H", "H", "H", "H", "H", "H", "H", "H", "C", "C", "C", "O", "H", "H", "H", "H", "H", "H", "H", "H", "C", "C", "C", "O", "H", "H", "H", "H", "H", "H", "H", "H", "C", "C", "C", "O", "H", "H", "H", "H", "H", "H", "H", "H", "C", "C", "C", "O", "H", "H", "H", "H", "H", "H", "H", "H", "C", "O", "H", "H", "H", "H", "C", "O", "H", "H", "H", "H", "C", "O", "H", "H", "H", "H"], "xyz": [[-3.45100, 22.22900, 28.67100], [-2.68300, 23.19300, 28.24500], [-2.21900, 23.03500, 27.04000], [-2.45000, 24.29700, 29.05300], [-3.85400, 22.50500, 29.61700], [-3.70500, 21.27900, 28.32500], [-1.54200, 23.76200, 26.64900], [-2.36600, 22.22200, 26.42900], [-8.66300, 22.42800, 27.62600], [-7.21500, 22.67200, 27.30400], [-6.40200, 21.37100, 27.43500], [-7.09000, 22.99900, 26.17100], [-9.15700, 23.38700, 27.59200], [-8.92000, 21.92400, 28.54900], [-9.10100, 21.76000, 26.80600], [-6.74900, 23.44300, 28.02900], [-6.50200, 20.98400, 28.45200], [-5.33300, 21.50600, 27.22800], [-6.86300, 20.60800, 26.83500], [-6.15300, 23.12400, 25.98200], [-2.54600, 15.28300, 26.35200], [-2.28900, 14.23600, 25.29900], [-3.26500, 14.27500, 24.14500], [-1.15900, 14.23700, 24.74700], [-1.65700, 15.32300, 27.00400], [-3.39800, 15.07800, 26.95700], [-2.53600, 16.22000, 25.86200], [-2.43600, 13.23300, 25.74300], [-4.27300, 14.19800, 24.42200], [-3.05900, 13.59700, 23.37000], [-3.20300, 15.28200, 23.79400], [-1.12200, 14.88400, 24.04300], [-0.27400, 20.75100, 30.31400], [0.37300, 21.50400, 29.18500], [1.80600, 21.09900, 29.03700], [-0.09600, 21.37700, 28.06700], [-1.29100, 21.11500, 30.44800], [0.40200, 20.66200, 31.20000], [-0.41400, 19.67000, 30.04200], [0.34300, 22.54300, 29.47500], [1.92200, 20.01700, 29.03600], [2.31900, 21.46200, 29.95700], [2.24200, 21.56200, 28.14700], [-0.91100, 21.80700, 27.86800], [-3.39000, 18.75200, 30.46400], [-3.29900, 19.00200, 28.99900], [-3.21100, 17.64400, 28.33700], [-4.23800, 19.58700, 28.43200], [-2.53200, 18.25700, 30.92000], [-4.27000, 18.26900, 30.81400], [-3.51700, 19.80900, 30.84700], [-2.41700, 19.67300, 28.92800], [-4.11100, 17.17000, 28.13100], [-2.54900, 16.94200, 28.78000], [-2.63600, 17.88800, 27.40500], [-5.01900, 19.12100, 28.65300], [-3.15100, 15.95400, 33.02700], [-2.04000, 15.46200, 32.13400], [-0.57800, 15.58400, 32.70800], [-2.16500, 14.28400, 31.77500], [-3.10600, 15.55100, 34.07200], [-4.10300, 15.83600, 32.48900], [-2.95400, 17.01700, 33.02700], [-2.06800, 16.12200, 31.32800], [-0.47100, 16.51100, 33.22700], [0.07900, 15.60600, 31.88400], [-0.27600, 14.81200, 33.40400], [-2.97300, 14.19500, 31.29600], [-1.28700, 11.82400, 29.79500], [-0.06400, 12.67700, 29.85500], [-0.27700, 13.77500, 28.79500], [0.19400, 13.32200, 30.92200], [-1.08300, 11.18300, 28.90600], [-2.19200, 12.41800, 29.77400], [-1.31300, 11.05000, 30.61500], [0.84000, 12.16700, 29.70700], [-0.55400, 13.41400, 27.82200], [0.67200, 14.34000, 28.63500], [-1.07400, 14.52500, 29.06700], [-0.62500, 13.66500, 31.31700], [-5.70400, 16.52200, 25.88000], [-5.11700, 17.82500, 25.38100], [-5.09200, 17.92300, 23.92600], [-5.67400, 18.80100, 25.91800], [-5.44900, 16.42300, 26.97000], [-5.27400, 15.64900, 25.43700], [-6.79200, 16.47000, 25.81000], [-4.08300, 17.80900, 25.73700], [-4.68300, 17.05800, 23.40800], [-4.29500, 18.65900, 23.55600], [-5.98700, 18.24500, 23.45000], [-4.95900, 19.27000, 26.31400], [2.13800, 17.14500, 27.65000], [0.63700, 17.25600, 28.06500], [0.49400, 17.14200, 29.62300], [0.09000, 18.32600, 27.77100], [2.39300, 16.14100, 27.82400], [2.76300, 17.86700, 28.22900], [2.34000, 17.18700, 26.53100], [0.04000, 16.51600, 27.73400], [0.91400, 17.98100, 30.15000], [1.10300, 16.32700, 30.01000], [-0.56500, 16.92200, 29.89300], [0.59800, 18.82400, 27.13600], [-4.26800, 15.00900, 29.64400], [-4.50700, 13.90100, 30.51900], [-5.09200, 15.13700, 28.96800], [-3.29600, 14.86100, 29.19400], [-4.15400, 15.89400, 30.22300], [-5.45600, 13.98500, 30.75100], [-7.18200, 18.76100, 30.23600], [-6.54200, 18.04900, 29.22900], [-7.28400, 19.78100, 29.93700], [-6.59000, 18.76600, 31.11100], [-8.15900, 18.32600, 30.48200], [-7.17600, 17.91700, 28.52200], [-1.93300, 19.96300, 25.75100], [-3.17400, 20.58300, 25.57700], [-1.59600, 19.99500, 26.77600], [-1.12700, 20.15000, 25.03500], [-2.12500, 18.87700, 25.63900], [-3.57700, 20.34000, 24.74400]], "forces_ev_per_angstrom": [[-2.5, -1.2, 3.8], [0.5, 5.9, 4.8], [3.5, 1.6, -4.3], [-0.8, -5.2, -4.2], [0.7, -0.9, -1.8], [0.4, 1.3, 0.0], [-1.5, -1.4, 1.1], [-0.5, 0.6, 0.6], [-1.2, -0.8, -1.2], [0.5, -4.6, 13.5], [-0.4, -0.3, 2.2], [1.3, 5.5, -14.5], [-0.5, 0.2, 0.0], [0.4, 0.1, 0.4], [0.6, 1.0, 0.9], [-0.8, -0.8, -0.1], [0.4, 0.0, 0.2], [-0.5, 0.0, -0.3], [0.0, -0.2, -0.7], [-0.2, 0.1, -0.6], [1.9, -0.7, 0.2], [-7.2, -2.4, 2.3], [-0.8, 1.3, 1.1], [8.4, 0.4, -2.5], [-0.4, -0.2, -0.1], [-0.8, 0.1, 0.2], [-0.6, 1.3, -0.4], [0.1, 0.2, 0.4], [-1.6, -0.5, 0.5], [0.5, -1.0, -0.8], [0.2, 0.9, -0.9], [0.3, 0.2, -0.2], [-0.1, -2.3, 0.3], [4.6, 1.4, 8.7], [1.6, 0.5, 1.8], [-4.6, -2.4, -10.8], [0.1, 0.3, 0.8], [-1.0, 0.8, -0.3], [0.2, 0.8, -0.2], [0.3, 1.0, 0.6], [-0.1, -0.1, -0.3], [0.2, -0.3, -0.7], [0.0, -0.2, 0.2], [-0.8, 0.6, 0.1], [-0.4, 2.9, 1.8], [7.2, -5.3, 3.5], [4.3, 1.2, -1.9], [-6.1, 5.7, -3.5], [0.1, 0.3, -0.3], [-1.0, -0.9, -0.1], [0.5, -1.0, 0.5], [0.3, -1.0, -0.5], [-1.8, -0.4, -0.2], [0.6, -0.6, 0.9], [-0.9, -0.7, 0.2], [-2.4, -0.6, 0.0], [0.4, 0.5, 0.7], [2.9, 6.7, 4.7], [-1.7, 0.8, 0.5], [-0.5, -9.1, -2.5], [-0.4, 0.2, -1.0], [0.0, -0.3, 0.6], [-0.3, 0.6, 0.6], [0.1, 1.7, -1.9], [0.1, 0.8, 0.4], [0.9, -0.2, -0.8], [-0.3, -0.5, 0.0], [-1.3, -1.1, -0.4], [0.8, -2.8, 0.5], [-1.8, 0.1, -5.0], [0.7, 0.9, -1.1], [0.9, 2.9, 7.3], [-1.0, 0.6, 0.2], [-0.3, -0.2, -0.2], [-0.2, 1.0, -0.4], [1.1, -1.5, -1.3], [-0.2, -0.4, -0.7], [-0.7, -0.3, 0.3], [0.7, -0.8, 0.3], [0.1, 0.0, 0.0], [-0.2, -0.5, 1.7], [3.8, -7.3, -2.2], [2.7, 0.7, -3.1], [-4.5, 7.0, 3.8], [-0.4, 0.2, -0.8], [0.1, -0.4, -0.5], [0.0, 0.2, -0.2], [0.5, -0.6, -0.4], [-0.5, -0.6, 0.2], [-1.0, -0.3, 0.7], [-1.0, 0.1, -0.1], [0.1, 1.6, 1.0], [-0.9, 0.6, -1.0], [5.8, -5.0, 5.0], [0.5, -1.5, -0.2], [-4.2, 9.4, -3.2], [0.8, -1.3, 0.8], [-0.4, -0.6, -0.6], [-0.5, 0.7, 1.2], [-1.3, -3.6, -1.7], [-0.3, 0.8, 0.0], [-0.2, -0.5, -0.1], [0.7, 0.5, -0.1], [0.0, 0.6, -0.2], [0.3, -0.5, 0.6], [-1.3, 0.2, -0.2], [-0.1, 0.0, -0.7], [-0.1, -0.3, -0.6], [-0.2, 1.0, 0.5], [0.9, -0.4, 0.2], [-1.2, 0.1, 0.2], [0.8, -0.8, -0.7], [-0.4, 0.9, -0.1], [0.8, -0.2, 1.0], [0.1, 0.2, 0.0], [0.1, 0.0, -0.4], [0.1, -3.1, -0.4], [-0.3, 1.3, 0.4], [0.1, 0.7, 0.2], [-0.2, 0.8, 0.1], [0.4, 0.1, -0.1], [0.0, -0.1, -0.3]], "mulliken_charge": [0.343, 0.379, -0.364, -0.808, 0.245, -0.762, 0.250, 0.173, -1.520, 0.704, -0.224, -0.458, 0.399, 0.309, 0.337, 0.281, -0.214, -0.598, 0.290, 0.373, 1.343, 0.171, -1.725, -0.576, -1.074, 0.246, -0.460, 0.462, 0.428, 0.437, 0.318, 0.415, -1.000, 0.928, -1.635, -0.424, 0.307, 0.402, -0.203, 0.538, 0.258, 0.437, 0.352, -0.207, -2.364, 3.160, 2.648, 1.642, 0.232, 0.162, 0.351, -1.610, 0.041, -0.715, -1.586, -0.105, -1.362, 2.611, -1.833, -0.653, 0.358, 0.207, 0.330, -1.179, 0.407, 0.488, 0.390, 0.403, -1.398, -0.006, -0.465, -0.632, 0.420, 0.249, 0.326, 0.611, 0.583, -0.063, -0.147, 0.402, -0.537, 2.625, -1.587, -0.500, -0.289, -0.403, 0.521, -0.971, 0.344, 0.164, 0.410, -0.250, -1.808, 0.438, -1.591, 0.139, 0.520, 0.293, 0.403, -0.168, 0.752, 0.668, 0.001, 0.254, -0.392, -0.592, 0.308, -0.145, 0.432, 0.335, -0.679, -0.331, 0.129, 0.289, 0.346, 0.222, -0.065, -0.580, -0.105, 0.489, -0.106, 0.241]}